Record 1
Here is a 11-piece molecular cluster, C4H29NO12 overall from OMol25. Energies are from the ωB97M-V functional and the def2-TZVPD basis.

Summary:
LUMO (eV): -0.0295
Structure (SMILES): CCCNC(=O)O.O.O.O.O.O.O.O.O.O.O
E (eV): -30676.86908
HOMO energy (eV): -9.8
ΔE to the lowest compared entry with this formula, charge and spin (eV): 4.638
HOMO-LUMO gap (eV): 9.767

```
46
C4H29NO12, DFT the ωB97M-V functional and the def2-TZVPD basis
C 3.32989 1.13357 -0.90996
C 3.12731 -0.35797 -1.26553
C 1.78285 -0.65281 -1.87258
N 0.79589 -0.27201 -0.66205
C 0.16620 -1.30225 0.08289
O -0.52322 -1.07241 1.11143
O 0.59449 -2.42778 -0.33404
H 2.75768 1.78671 -1.47965
H 3.25540 1.55120 0.12527
H 4.31524 1.49331 -1.26517
H 3.90569 -0.56257 -1.92013
H 3.41282 -1.07573 -0.39911
H 1.61432 -1.75911 -2.37089
H 1.44675 0.23730 -2.56580
H 0.63513 0.77554 -0.75379
H 0.11492 -3.22707 0.35517
O -2.25952 -2.78293 2.00700
H -2.78898 -2.51214 2.70387
H -1.78012 -1.94437 1.79955
O -2.64726 2.46407 -2.60431
H -2.08187 2.62819 -3.31012
H -2.71912 1.52088 -2.26821
O 0.08364 -1.08823 3.87086
H -0.28921 -0.35160 3.22262
H 0.25816 -0.57961 4.68167
O -0.98320 1.64960 -0.59344
H -1.51346 2.20451 -1.13580
H -1.41800 1.27721 0.10901
O 1.20345 3.18330 -0.57415
H 1.94405 2.98555 -0.00090
H 0.43758 2.73120 -0.09349
O 1.56485 1.52412 1.50905
H 0.59621 1.66150 1.72287
H 1.42717 0.52485 1.54725
O -3.20970 -0.68580 -1.07561
H -3.50049 -0.76504 -0.14140
H -2.17827 -0.77407 -1.08692
O 0.13415 2.58740 -2.88666
H 0.36535 2.74313 -1.90696
H 0.48869 3.26060 -3.46404
O -0.37900 -4.27173 1.30292
H 0.02054 -3.96903 2.11619
H -1.38346 -4.26323 1.26708
O -1.15955 1.16983 1.87660
H -1.82730 1.20910 2.46134
H -0.87711 0.17793 1.59864
```

These are the Löwdin partial charges, in e, on atoms 1 to 6: -0.11, -0.25, -0.12, 0.08, -0.57, -0.05

---

Record 2
Here is a 10-piece molecular cluster, C4H29NO13S overall from OMol25. Energies are from the ωB97M-V functional and the def2-TZVPD basis.

Summary:
LUMO (eV): 0.2585
Structure (SMILES): OC(O)N[C@@H](CS)C(O)O.O.O.O.O.O.O.O.O.O
E (eV): -43559.65589
HOMO energy (eV): -8.4
ΔE to the lowest compared entry with this formula, charge and spin (eV): 1.456
HOMO-LUMO gap (eV): 8.698

```
48
C4H29NO13S, DFT the ωB97M-V functional and the def2-TZVPD basis
O 0.78215 -1.95613 2.61822
C 0.98464 -2.37342 1.28041
O 0.09244 -3.33369 0.87706
N 1.12129 -1.19116 0.48468
C -0.12308 -0.60410 0.04554
C -0.24728 0.92041 0.24409
S -1.78974 1.75844 -0.11875
C -0.16106 -1.04407 -1.49210
O 1.01404 -1.39984 -2.06476
O -0.99655 -2.32105 -1.47096
H 0.37458 -2.65999 3.05859
H 1.98171 -2.87752 1.22981
H -0.45689 -3.02096 0.09737
H 1.68925 -0.46896 0.95951
H -0.98939 -1.26843 0.32226
H 0.53456 1.25953 -0.53460
H 0.08958 1.17578 1.27583
H -2.63668 0.79029 -0.24243
H -0.65999 -0.35097 -2.15024
H 1.48119 -1.88615 -1.34391
H -0.51136 -2.93638 -2.19147
O -1.96627 -1.10639 3.20795
H -2.37385 -0.31844 2.87009
H -1.02768 -0.91257 3.15764
O 3.06522 2.30199 -1.39115
H 2.53301 2.64130 -2.10104
H 3.92530 2.11500 -1.78592
O 2.63978 1.59922 -3.65933
H 2.86987 0.67650 -3.70330
H 1.74784 1.50611 -3.29438
O -0.01128 2.26865 -2.55522
H -0.90430 2.37405 -2.86638
H 0.11604 2.75250 -1.77184
O 0.33385 0.36081 3.56139
H 0.34329 1.00182 4.25552
H 0.83909 -0.52731 3.60605
O -2.96416 -0.44463 -1.50784
H -3.88099 -0.51279 -1.68474
H -2.63708 -1.42804 -1.70829
O -3.40189 -2.16291 0.52594
H -2.53877 -2.25453 0.19508
H -3.45289 -2.38761 1.44620
O 2.37091 1.55075 1.29601
H 3.31182 1.67207 1.05553
H 1.92398 2.23974 0.75265
O 0.88619 3.86256 0.32803
H 0.45242 4.61070 0.74550
H 1.68864 4.09625 -0.10388
```

These are the Löwdin partial charges, in e, on atoms 1 to 6: 0.00, -0.48, 0.04, 0.05, -0.28, -0.50

---

Record 3
Here is C4H2Br2O as an isolated structure from OMol25. Energies are from the ωB97M-V functional and the def2-TZVPD basis.

Summary:
LUMO (eV): 0.2701
E (eV): -146308.23090
HOMO energy (eV): -9.2
ΔE to the lowest compared entry with this formula, charge and spin (eV): 1.598
HOMO-LUMO gap (eV): 9.450

```
9
C4H2Br2O, DFT the ωB97M-V functional and the def2-TZVPD basis
C 0.58923 0.15109 -0.25873
C 0.26738 -0.96263 -1.08695
C -0.34823 -0.20607 -4.96225
C -0.43979 -0.63390 0.10159
O -0.78463 0.79064 -4.52560
Br 1.50052 -0.52149 -5.24840
Br -1.41236 -1.68465 -5.49528
H 1.18061 1.00486 -0.02208
H -1.21086 -0.80527 0.81682
```

These are the Löwdin partial charges, in e, on atoms 1 to 6: -0.07, 0.02, -1.36, -0.08, -0.04, 0.68

---

Record 4
Here is a 2-piece molecular cluster, C4H2BrClF6 overall from OMol25. Energies are from the ωB97M-V functional and the def2-TZVPD basis.

Summary:
LUMO (spin up / spin down) (eV): -1.5597 / -0.4282
E (eV): -103047.46174
HOMO energy (spin up / spin down) (eV): -9.8 / -9.6
HOMO-LUMO gap (spin up / spin down) (eV): 8.214 / 9.128

```
14
C4H2BrClF6, DFT the ωB97M-V functional and the def2-TZVPD basis
C 1.48142 -0.41603 0.65222
C 0.35669 0.52819 0.47618
C 0.47813 1.60895 -0.54511
C -1.89516 -1.36775 -0.42909
F 1.05322 1.16183 -1.66911
F -0.69465 2.14685 -0.87853
F 1.25343 2.63298 -0.11200
F -2.95232 -0.58503 -0.40817
F -1.45532 -1.58406 -1.65748
F -2.08572 -2.49087 0.22861
Cl 0.90864 -2.01316 1.23793
Br -0.64548 1.01958 1.97688
H 2.18741 -0.07008 1.41693
H 2.00971 -0.57140 -0.28926
```

These are the Löwdin partial charges, in e, on atoms 1 to 6: -0.60, -0.64, -0.72, -0.47, 0.14, 0.13

---

Record 5
Here is a 2-piece molecular cluster, C4H2BrN3 overall from OMol25. Energies are from the ωB97M-V functional and the def2-TZVPD basis.

Summary:
LUMO (eV): 0.1410
Structure (SMILES): N#CC=C=N.N#CBr
E (eV): -78689.73469
HOMO energy (eV): -9.1
ΔE to the lowest compared entry with this formula, charge and spin (eV): 0.000
HOMO-LUMO gap (eV): 9.269

```
10
C4H2BrN3, DFT the ωB97M-V functional and the def2-TZVPD basis
N 1.11539 -2.26183 -0.29191
C 0.30709 -1.47510 -0.13258
C -0.60794 -0.44483 0.17245
C -1.46228 0.16709 -0.68806
N -2.33990 0.82838 -1.18822
H -0.55059 -0.19270 1.20157
H -2.44256 1.50476 -1.88654
N 1.24152 0.43168 2.03354
C 1.91183 0.60293 1.15624
Br 2.82744 0.83962 -0.37649
```

These are the Löwdin partial charges, in e, on atoms 1 to 6: 0.14, -0.33, -0.15, -0.10, 0.21, 0.06

---

Record 6
Here is C4H2BrNOS as an isolated structure from OMol25. Energies are from the ωB97M-V functional and the def2-TZVPD basis.

Summary:
LUMO (eV): -0.4908
E (eV): -88592.07610
HOMO energy (eV): -8.8
ΔE to the lowest compared entry with this formula, charge and spin (eV): 3.101
HOMO-LUMO gap (eV): 8.327

```
10
C4H2BrNOS, DFT the ωB97M-V functional and the def2-TZVPD basis
C -0.02439 -0.75927 0.09392
C -0.61402 0.35171 -0.31474
C -3.17377 0.61610 0.39841
C -1.63873 -2.59120 -0.12459
N -0.62054 -1.97465 0.05415
O -2.49335 -3.38038 -0.13362
S -2.37087 0.20704 -1.01606
Br -5.00242 0.45968 0.23325
H 0.96145 -0.67038 0.49263
H -0.32324 1.32059 -0.29979
```

These are the Löwdin partial charges, in e, on atoms 1 to 6: -0.21, -0.28, -0.98, -0.33, 0.13, 0.18

---

Record 7
Here is a 2-piece molecular cluster, C4H2Cl2O overall from OMol25. Energies are from the ωB97M-V functional and the def2-TZVPD basis.

Summary:
LUMO (eV): -0.4166
Structure (SMILES): O=C=C(Cl)Cl.C#C
E (eV): -31268.18345
HOMO energy (eV): -8.8
ΔE to the lowest compared entry with this formula, charge and spin (eV): 2.998
HOMO-LUMO gap (eV): 8.409

```
9
C4H2Cl2O, DFT the ωB97M-V functional and the def2-TZVPD basis
O -1.96633 -0.31142 0.78458
C -1.10610 0.38063 0.40620
C -0.42696 1.42100 -0.03773
Cl 0.83694 1.37758 -1.13863
Cl -1.22752 2.97347 0.30442
C 0.93837 -1.76353 -0.60423
C 0.80090 -1.18232 0.44596
H 1.13444 -1.87852 -1.64081
H 1.01625 -1.01690 1.48023
```

These are the Löwdin partial charges, in e, on atoms 1 to 6: 0.17, -0.38, -1.15, 0.68, 0.60, 0.04

---

Record 8
Here is one molecule with the formula C4H2ClFOS from OMol25. Energies are from the ωB97M-V functional and the def2-TZVPD basis.

Summary:
LUMO (eV): 0.6388
Structure (SMILES): Fc1c(S)coc1Cl
E (eV): -32301.59645
HOMO energy (eV): -9.0
ΔE to the lowest compared entry with this formula, charge and spin (eV): 0.075
HOMO-LUMO gap (eV): 9.670

```
10
C4H2ClFOS, DFT the ωB97M-V functional and the def2-TZVPD basis
F 1.43471 0.99147 0.79595
C 0.45959 0.30592 0.20242
C -0.66215 -0.20549 0.92328
S -0.99632 0.09310 2.64428
C -1.37558 -0.92256 0.03203
O -0.82205 -0.87835 -1.21365
C 0.25314 -0.04948 -1.10693
Cl 1.16094 0.21293 -2.54487
H 0.15625 -0.44785 3.10465
H -2.33703 -1.32841 0.09050
```

These are the Löwdin partial charges, in e, on atoms 1 to 6: 0.09, -0.30, -0.55, 0.80, -0.11, 0.00

---

Copy entry 8 word for word.
Here is one molecule with the formula C4H2ClFOS from OMol25. Energies are from the ωB97M-V functional and the def2-TZVPD basis.

Summary:
LUMO (eV): 0.6388
Structure (SMILES): Fc1c(S)coc1Cl
E (eV): -32301.59645
HOMO energy (eV): -9.0
ΔE to the lowest compared entry with this formula, charge and spin (eV): 0.075
HOMO-LUMO gap (eV): 9.670

```
10
C4H2ClFOS, DFT the ωB97M-V functional and the def2-TZVPD basis
F 1.43471 0.99147 0.79595
C 0.45959 0.30592 0.20242
C -0.66215 -0.20549 0.92328
S -0.99632 0.09310 2.64428
C -1.37558 -0.92256 0.03203
O -0.82205 -0.87835 -1.21365
C 0.25314 -0.04948 -1.10693
Cl 1.16094 0.21293 -2.54487
H 0.15625 -0.44785 3.10465
H -2.33703 -1.32841 0.09050
```

These are the Löwdin partial charges, in e, on atoms 1 to 6: 0.09, -0.30, -0.55, 0.80, -0.11, 0.00